99
Properties=species:S:1:pos:R:3:forces:R:3:mulliken_spin:R:1 method="wB97M-V/def2-TZVPD" total_charge=+4 spin_multiplicity=4 de_lowest_kj_mol=402.65 s2=3.784 total_energy_ha=-7975.2637 e_lumo_ev="-13.7 / -14.1" mol_weight_g_mol=1054.98
Re 0.00798 0.48130 0.29820 -0.242 0.045 0.441 1.9534
C 1.11017 -3.15529 4.02191 -0.023 -0.001 0.025 -0.0026
C 2.08404 -2.52671 3.07795 0.002 0.044 -0.045 -0.0015
C 3.40516 -2.91010 3.00204 -0.010 -0.051 0.023 0.0013
C 4.28182 -2.33088 2.06645 0.011 0.101 -0.061 0.0002
N 3.86297 -1.34626 1.28173 0.024 -0.065 0.039 -0.0013
N 2.59654 -0.96884 1.35268 -0.049 0.078 -0.013 -0.0033
B 2.18289 0.16454 0.37482 0.205 -0.292 -0.126 -0.1278
N 2.80746 -0.08966 -1.02008 -0.108 0.031 0.051 0.0143
N 4.09483 0.18283 -1.19514 0.013 -0.007 -0.008 -0.0007
C 4.64728 -0.15151 -2.35254 0.001 0.043 0.029 0.0060
C 3.88252 -0.80718 -3.34410 -0.047 -0.023 -0.024 0.0064
C 2.53412 -1.04624 -3.18518 0.071 0.056 0.097 -0.0115
C 1.68325 -1.68284 -4.23584 -0.029 -0.012 -0.010 -0.0053
C 2.01623 -0.61743 -1.95105 0.089 -0.031 -0.116 0.0410
S 0.27020 -0.64965 -1.61911 -0.030 0.176 0.079 0.0033
C 6.09151 0.23172 -2.59883 -0.050 -0.017 -0.019 0.0007
C 6.08647 1.29490 -3.71410 0.029 -0.007 0.027 -0.0005
C 6.87779 -1.00435 -3.06316 0.024 -0.021 0.009 0.0003
C 6.73809 0.80239 -1.33884 -0.009 0.004 -0.026 -0.0001
N 2.48459 1.62554 0.99223 -0.054 -0.064 0.038 0.0890
N 3.62015 1.66340 1.88455 -0.052 -0.006 -0.041 0.0166
C 3.54982 2.58774 2.76332 0.062 -0.047 0.045 -0.0106
C 2.38573 4.68516 1.71875 -0.016 0.082 0.039 0.0042
C 1.20946 4.61484 0.74853 0.021 -0.076 -0.040 0.1594
C 0.16638 5.65013 0.80162 -0.034 0.007 -0.021 0.0051
C 1.23950 3.50869 -0.07150 -0.028 0.064 0.025 0.1367
S -0.18827 2.81231 -0.68364 0.042 0.044 -0.086 0.4431
C 4.62984 2.72128 3.80805 0.061 0.016 -0.076 -0.0027
C 5.78758 1.77268 3.50293 -0.019 -0.003 0.024 -0.0003
C 4.01062 2.35337 5.16950 -0.008 -0.044 0.007 -0.0005
C 5.12719 4.17555 3.83356 0.007 -0.021 -0.004 -0.0001
C 1.69914 -1.52847 2.16793 -0.028 -0.034 0.054 0.0103
S 0.00950 -1.06015 2.01413 0.039 0.213 -0.216 -0.0606
C 5.72255 -2.77038 1.86897 -0.062 -0.015 -0.018 -0.0004
C 6.06044 -3.98853 2.72736 0.008 -0.025 -0.004 0.0002
C 5.90216 -3.12397 0.38384 0.037 -0.012 0.018 0.0002
C 6.64193 -1.60183 2.25035 0.018 -0.005 0.022 -0.0001
H 1.62891 -3.78034 4.74461 -0.007 -0.005 0.003 -0.0002
H 0.40234 -3.78683 3.48016 -0.006 0.003 -0.001 0.0000
H 0.53931 -2.40083 4.56539 -0.002 -0.009 0.003 0.0001
H 3.76651 -3.69262 3.65620 0.011 0.012 0.002 0.0000
H 4.35912 -1.09909 -4.27120 0.029 0.009 0.001 -0.0006
H 2.27321 -1.90791 -5.12069 -0.003 -0.003 -0.003 0.0000
H 0.86538 -1.02317 -4.53224 -0.005 -0.005 -0.006 0.0002
H 1.24939 -2.61590 -3.87125 -0.012 0.000 -0.002 0.0010
H 5.67460 0.91191 -4.64878 -0.002 -0.001 -0.011 0.0000
H 7.11216 1.60523 -3.91142 -0.005 0.004 -0.013 0.0001
H 5.51771 2.18031 -3.42002 0.003 0.007 -0.005 -0.0001
H 6.50092 -1.42438 -3.99584 -0.008 0.010 -0.009 0.0000
H 6.88143 -1.78804 -2.30413 -0.004 0.001 0.001 -0.0001
H 7.91151 -0.71193 -3.24421 0.003 -0.004 -0.003 0.0000
H 6.24658 1.71816 -1.00711 -0.007 0.008 0.013 -0.0003
H 7.77802 1.04050 -1.55684 0.004 0.009 0.005 0.0000
H 6.71687 0.08679 -0.51705 -0.001 -0.022 0.021 0.0000
H 2.33337 5.61481 2.28089 -0.004 -0.006 -0.008 0.0056
H 0.63449 6.60834 0.53425 0.005 -0.001 0.010 0.0192
H -0.19794 5.79057 1.82468 0.002 0.009 0.004 0.0115
H -0.65931 5.47304 0.11705 -0.003 0.003 0.002 -0.0012
H 5.46179 0.73311 3.53104 0.003 0.011 0.010 -0.0001
H 6.56553 1.90722 4.25326 0.001 0.006 0.008 -0.0003
H 6.22333 1.96567 2.52235 -0.005 0.025 -0.014 0.0000
H 3.62525 1.33144 5.16489 -0.019 -0.001 0.014 0.0001
H 3.22265 3.03507 5.49504 -0.014 0.025 -0.032 -0.0001
H 4.79648 2.40563 5.92241 -0.004 -0.007 0.017 0.0001
H 5.65461 4.42886 2.91388 0.013 0.018 0.003 -0.0008
H 5.83288 4.28633 4.65621 0.002 0.010 -0.001 0.0003
H 4.32806 4.90141 4.00517 0.004 0.003 0.015 -0.0003
H 5.43028 -4.84939 2.49421 -0.007 0.002 -0.009 -0.0001
H 5.99127 -3.77476 3.79544 0.010 0.005 0.012 0.0000
H 7.08990 -4.28350 2.52852 -0.003 -0.002 0.012 0.0000
H 5.24852 -3.94719 0.08773 0.005 0.000 0.003 0.0000
H 6.93145 -3.44033 0.21518 -0.005 0.001 -0.005 0.0000
H 5.69810 -2.26190 -0.25206 -0.003 0.035 -0.012 -0.0003
H 6.56089 -1.37007 3.31383 0.002 -0.004 0.013 0.0000
H 6.41023 -0.70356 1.67664 -0.006 -0.009 -0.029 0.0000
H 7.67595 -1.88582 2.05672 0.010 0.015 -0.014 0.0000
Se -2.03461 3.16295 2.06499 -0.012 0.065 0.030 0.0758
Se -0.41232 2.88340 3.70250 0.056 -0.018 -0.047 0.0063
C 1.12847 2.62733 2.59935 -0.082 -0.057 -0.013 -0.0184
C 2.33739 3.49877 2.81489 -0.011 0.028 0.025 0.0224
C 3.64212 4.62509 0.87920 0.045 -0.043 -0.046 0.0206
C 3.72602 3.64098 -0.00270 -0.021 0.048 0.023 0.0353
C 2.53728 2.73540 -0.13226 0.069 -0.050 0.017 0.0037
N 1.18544 1.73273 1.68251 0.073 0.149 0.052 0.0783
C -2.83674 1.45446 1.75839 -0.017 0.024 0.022 0.0126
C -4.13781 1.27551 2.19031 0.068 -0.035 -0.063 0.0011
C -4.83417 0.14145 1.77660 -0.023 0.020 0.021 0.0122
C -4.20508 -0.75857 0.93539 -0.018 0.006 -0.001 -0.0107
C -2.89654 -0.51643 0.56101 0.063 0.142 0.148 0.0237
N -2.20119 0.57191 0.96443 -0.045 -0.538 -0.265 0.0086
H 2.27434 3.97298 3.79114 -0.013 -0.016 -0.004 -0.0014
H 4.41067 5.37327 1.01892 0.008 0.007 -0.015 0.0031
H 4.57574 3.48587 -0.65181 0.007 -0.009 -0.003 0.0078
H 2.58069 2.18649 -1.06517 0.010 0.012 -0.015 0.0243
H -4.60690 2.01528 2.82439 0.002 0.006 0.005 0.0000
H -5.85450 -0.02217 2.09966 0.001 0.011 0.005 0.0001
H -4.71573 -1.63911 0.57096 0.015 -0.008 -0.015 -0.0004
H -2.37711 -1.21439 -0.08502 -0.014 -0.020 0.012 -0.0009

=====

61
Properties=species:S:1:pos:R:3:forces:R:3:mulliken_charge:R:1 method="wB97M-V/def2-TZVPD" smiles="CCn1cc(CN2CCC(C(=O)Nc3ccc(Oc4ccccc4F)cc3)CC2)c(C)n1" de_lowest_kj_mol=155.94 total_energy_ha=-1439.4319 e_lumo_ev=0.6 mol_weight_g_mol=436.53
C -2.37323 3.05225 7.56821 0.163 0.193 -0.025 -1.0805
C -1.30128 4.12238 7.37044 -0.450 -0.111 0.337 -0.5492
N -0.55963 3.90558 6.15911 0.546 -0.182 -0.163 0.8308
C 0.44101 3.02531 5.94977 0.081 0.099 -0.265 -1.0227
C 0.80095 3.12574 4.62390 -0.020 -0.005 0.278 0.7204
C 1.85879 2.37585 3.88742 0.004 0.078 0.065 -1.2794
N 1.30895 1.68803 2.72983 0.093 -0.112 0.061 0.4754
C 2.34271 1.13054 1.88476 0.019 0.091 -0.267 -0.9092
C 1.73097 0.59410 0.59388 0.216 -0.144 0.239 -0.7158
C 0.69527 -0.49008 0.91469 -0.314 0.347 -0.105 0.2603
C 0.04087 -0.95256 -0.38179 0.426 -0.161 0.434 0.0505
O -1.01202 -0.51598 -0.78594 -0.283 0.136 -0.124 -0.6747
N 0.79624 -1.88076 -1.04069 0.356 -0.183 0.121 -0.0497
C 0.55824 -2.49982 -2.27170 -0.123 -0.115 -0.351 0.6032
C -0.58848 -2.26923 -3.02599 -0.021 0.113 0.142 -0.6595
C -0.76655 -2.91207 -4.23559 0.150 -0.345 -0.245 -0.1609
C 0.20034 -3.78790 -4.71557 0.020 0.267 0.454 0.2980
O 0.05711 -4.50699 -5.87674 0.018 -0.296 -0.107 -0.4656
C -0.55747 -3.95567 -6.96022 -0.165 0.104 -0.393 0.2380
C -0.52546 -2.60034 -7.27370 0.117 -0.192 0.115 -0.1304
C -1.12273 -2.13320 -8.43075 -0.034 0.054 -0.053 -0.7296
C -1.75504 -3.00445 -9.30013 0.003 0.015 -0.012 -0.4577
C -1.78515 -4.35902 -9.01428 0.071 -0.040 0.146 -0.4810
C -1.19181 -4.81945 -7.85685 0.051 -0.028 0.205 0.3528
F -1.22449 -6.13971 -7.58257 0.045 0.213 0.010 -0.3002
C 1.34211 -4.03111 -3.95938 -0.220 -0.005 -0.306 -1.0264
C 1.51594 -3.39355 -2.74913 -0.159 0.138 0.058 -0.5081
C -0.33776 0.10191 1.87036 0.181 -0.178 0.107 -0.9460
C 0.35053 0.66704 3.10640 -0.289 -0.010 -0.111 -0.7523
C -0.06891 4.10764 4.09761 0.152 -0.276 0.255 0.7270
C -0.11452 4.60844 2.70038 -0.075 0.063 0.051 -1.0472
N -0.87786 4.55597 5.04113 -0.504 0.497 -0.263 -1.1176
H -2.93236 3.24795 8.47899 -0.089 -0.018 0.106 0.3859
H -3.06014 3.05655 6.72585 -0.071 -0.013 -0.062 0.3076
H -1.91923 2.06646 7.64115 0.007 -0.094 0.024 0.3024
H -1.76629 5.10664 7.28560 0.164 -0.076 0.034 0.3170
H -0.60690 4.12367 8.21625 -0.046 0.083 -0.116 0.3207
H 0.83005 2.41414 6.74017 0.072 -0.147 0.180 0.4335
H 2.61147 3.08209 3.51929 0.042 -0.121 0.035 0.4077
H 2.36054 1.67411 4.58083 0.040 0.065 -0.087 0.3406
H 2.89406 0.31699 2.39778 0.002 0.061 -0.005 0.4233
H 3.05803 1.92223 1.64547 0.023 -0.061 0.052 0.4337
H 2.52084 0.20257 -0.05154 0.002 0.024 -0.036 0.3712
H 1.23232 1.41226 0.07243 0.004 0.026 -0.070 0.2993
H 1.19622 -1.33821 1.39726 0.007 0.012 -0.032 0.2788
H 1.66251 -2.15828 -0.59987 -0.206 0.129 0.035 0.2103
H -1.33932 -1.59111 -2.65783 -0.016 0.013 0.006 0.5542
H -1.66847 -2.74027 -4.80410 -0.052 0.024 -0.028 0.4962
H -0.02082 -1.91786 -6.60628 0.022 0.031 0.042 0.4690
H -1.08674 -1.07785 -8.65327 0.005 0.092 -0.017 0.3786
H -2.22037 -2.63521 -10.20029 -0.045 0.029 -0.086 0.3721
H -2.26521 -5.06517 -9.67300 -0.038 -0.105 -0.038 0.4496
H 2.07798 -4.72619 -4.33134 0.084 -0.073 -0.048 0.4311
H 2.40612 -3.58853 -2.16739 0.098 -0.024 0.058 0.3266
H -0.87690 0.89659 1.35483 -0.052 -0.021 0.007 0.2282
H -1.05927 -0.66174 2.16490 -0.056 0.021 -0.014 0.4217
H 0.84177 -0.15412 3.66606 0.001 0.060 0.037 0.2988
H -0.39261 1.12483 3.76261 0.049 -0.102 0.008 0.4578
H -1.01131 5.20269 2.55222 -0.041 0.075 -0.059 0.3820
H -0.10192 3.76758 2.01101 -0.008 0.027 -0.102 0.1645
H 0.75828 5.22831 2.49530 0.043 0.059 -0.108 0.2449

=====

8
Properties=species:S:1:pos:R:3:forces:R:3:mulliken_charge:R:1 method="wB97M-V/def2-TZVPD" smiles="C1NN=NO1" de_lowest_kj_mol=362.59 total_energy_ha=-279.2891 e_lumo_ev=0.9 mol_weight_g_mol=73.06
C 0.02774 0.27383 0.50474 -1.807 -0.115 1.672 -0.2163
N 0.15116 0.55737 -0.90670 1.578 1.714 0.595 0.0273
N 0.86476 1.73029 -1.02699 0.367 -0.122 -1.294 -0.2084
N 1.31651 2.22565 -0.00686 -1.619 -1.577 0.359 0.0151
O 0.81494 1.43501 1.13011 -1.063 -2.173 -1.657 -0.2562
H -1.11676 0.28761 0.80903 2.210 0.448 -0.183 0.1846
H 0.38270 -0.76357 0.84632 0.204 1.676 -0.556 0.2076
H -0.29038 0.22694 -1.76766 0.129 0.149 1.065 0.2463

=====

45
Properties=species:S:1:pos:R:3:forces:R:3:mulliken_charge:R:1 method="wB97M-V/def2-TZVPD" smiles="COc1ccc(NS(=O)(=O)c2ccc(NC(=O)Cc3cccs3)cc2)cc1" de_lowest_kj_mol=117.26 total_energy_ha=-1941.6731 e_lumo_ev=0.4 mol_weight_g_mol=402.50
C -3.05530 1.82729 -1.62436 0.008 0.085 -0.121 -0.9444
O -3.00181 0.86566 -0.59808 0.004 -0.195 0.186 -0.4092
C -2.41935 -0.33854 -0.86972 0.066 -0.163 0.063 0.6995
C -2.47019 -1.28845 0.15264 -0.020 0.212 -0.129 -0.6728
C -1.90263 -2.53239 -0.01118 -0.178 0.111 -0.237 -0.1236
C -1.25595 -2.85607 -1.20236 -0.534 0.668 0.042 0.1309
N -0.63287 -4.10316 -1.32556 0.539 -0.701 0.388 -0.3318
S 0.44766 -4.55528 -0.10612 0.184 0.191 -0.426 1.1720
O 1.37510 -5.44376 -0.73913 0.098 0.163 -0.202 -0.7124
O -0.28357 -5.01682 1.03233 -0.127 0.341 0.086 -0.6443
C 1.19529 -2.97679 0.27171 -0.230 -0.700 0.040 -0.0868
C 1.97174 -2.35937 -0.68972 0.067 0.008 0.087 -0.7400
C 2.35923 -1.04331 -0.52337 0.074 -0.005 -0.149 -0.6238
C 1.94090 -0.34265 0.60784 -0.067 -0.328 -0.089 0.7585
N 2.20617 1.01067 0.79381 0.014 -0.035 0.430 -0.0462
C 2.71830 1.91315 -0.09495 -0.031 0.294 0.389 0.6334
O 3.21855 1.63632 -1.15640 0.125 -0.046 -0.349 -0.6321
C 2.58081 3.35177 0.41330 0.068 -0.013 -0.261 -0.9073
C 1.22848 3.58980 0.99209 -0.280 0.133 -0.125 0.2016
C 0.88850 3.83812 2.28724 0.200 -0.005 -0.259 -0.2960
C -0.50889 3.92930 2.48614 -0.293 -0.020 -0.015 -0.6454
C -1.21073 3.73452 1.34321 0.099 -0.073 -0.257 -0.3393
S -0.18534 3.44491 -0.00632 0.237 0.142 0.565 -0.1161
C 1.19665 -0.99417 1.59364 0.113 -0.013 -0.098 -0.4681
C 0.81897 -2.30986 1.42142 0.114 0.020 0.107 -0.5067
C -1.21439 -1.91708 -2.22323 0.026 -0.343 0.202 -0.9842
C -1.79720 -0.67032 -2.06650 -0.176 0.296 0.040 -0.4234
H -3.59156 1.44969 -2.50056 0.029 0.015 0.012 0.4332
H -2.05430 2.15607 -1.92208 -0.039 -0.042 -0.031 0.3144
H -3.60156 2.67293 -1.20925 0.023 -0.012 -0.067 0.2012
H -2.96888 -1.02478 1.07161 -0.067 0.027 0.129 0.4465
H -1.94779 -3.27215 0.77109 -0.087 -0.039 0.132 0.6701
H -0.23043 -4.28208 -2.23369 0.144 -0.108 -0.032 0.3633
H 2.26730 -2.91675 -1.56468 0.063 0.007 -0.176 0.4684
H 2.95336 -0.54360 -1.26989 0.014 -0.016 -0.006 0.5388
H 1.81850 1.40063 1.64499 0.013 0.012 -0.246 0.0993
H 3.34644 3.53177 1.17207 -0.017 0.020 -0.026 0.3358
H 2.77446 4.01321 -0.43358 0.088 -0.113 0.065 0.3188
H 1.61033 3.96637 3.07517 0.195 0.012 0.102 0.4327
H -0.96279 4.12957 3.43970 -0.128 0.032 0.145 0.4110
H -2.27259 3.73776 1.20256 -0.258 0.015 0.031 0.4502
H 0.89206 -0.45480 2.47895 -0.050 0.061 0.097 0.3836
H 0.22754 -2.83027 2.15664 -0.113 0.020 0.118 0.4891
H -0.72408 -2.15957 -3.15510 0.102 -0.007 -0.096 0.3013
H -1.74415 0.03253 -2.88230 -0.011 0.092 -0.061 0.4002